# 1
Formula: C32H59Cl12N5
Source: OMol25
Level of theory: ωB97M-V/def2-TZVPD

Computed properties:
* max |F|: 2.6 eV Å⁻¹
* structure (SMILES): CCCC#N.CCCC#N.CCCC#N.CCCC#N.CCCC#N.ClCCCl.ClCCCl.ClCCCl.ClCCCl.ClCCCl.ClCCCl
* HOMO level: -0.384 hartree
* ΔE to the lowest compared entry with this formula, charge and spin: 14.56 kcal per mole
* charge: 0
* lowest unoccupied orbital energy: 0.21 eV
* orbital gap: 10.7 eV

CARTESIAN COORDINATES (ANGSTROEM)
C1 -18.51257 -5.49566 -22.77710
C2 -19.30248 -6.11730 -21.62388
C3 -18.68952 -6.25070 -20.23336
C4 -18.20204 -4.98066 -19.64030
N1 -17.84091 -4.00845 -19.17348
H1 -19.14812 -5.34066 -23.64898
H2 -17.63594 -6.06941 -23.07782
H3 -18.26380 -4.51670 -22.36742
H4 -19.51328 -7.08189 -22.08564
H5 -20.24667 -5.58227 -21.52211
H6 -17.84232 -6.93542 -20.27225
H7 -19.30676 -6.81243 -19.53224
C5 -17.77731 -11.28272 -14.86147
C6 -16.43543 -10.93573 -15.32733
C7 -16.48464 -10.51602 -16.84975
C8 -16.90551 -11.60448 -17.79344
N2 -17.26243 -12.39221 -18.55086
H8 -18.10651 -12.23133 -15.28559
H9 -18.50765 -10.47714 -14.93724
H10 -17.86032 -11.39972 -13.78094
H11 -15.77329 -11.78716 -15.17004
H12 -15.94826 -10.16554 -14.72935
H13 -15.53574 -10.02410 -17.06351
H14 -17.23345 -9.72777 -16.92755
C9 -16.93110 -9.58544 -21.17162
C10 -16.63347 -10.49594 -22.36868
C11 -16.73718 -12.00151 -21.94748
C12 -18.15794 -12.37657 -21.77590
N3 -19.28474 -12.63530 -21.59650
H15 -16.40739 -9.94516 -20.28594
H16 -17.98926 -9.63943 -20.91573
H17 -16.52567 -8.58585 -21.32826
H18 -15.65130 -10.26340 -22.78020
H19 -17.34543 -10.25557 -23.15826
H20 -16.22820 -12.10560 -20.98925
H21 -16.33955 -12.76200 -22.61953
C13 -16.38419 -1.70564 -22.14694
C14 -15.05324 -1.79916 -22.81041
C15 -15.04667 -2.99184 -23.77169
C16 -15.18648 -4.30592 -23.08534
N4 -15.29522 -5.26397 -22.48679
H22 -17.28020 -1.66048 -22.76600
H23 -16.44341 -0.89658 -21.41892
H24 -16.58958 -2.60353 -21.56409
H25 -14.25716 -2.06566 -22.11519
H26 -14.78163 -0.89963 -23.36283
H27 -14.12296 -2.95991 -24.34947
H28 -15.90488 -2.89572 -24.43678
C17 -9.20017 -4.30843 -23.99036
C18 -9.58094 -5.79874 -24.20763
C19 -9.28282 -6.69380 -22.99520
C20 -10.19055 -6.52729 -21.85289
N5 -10.89998 -6.36581 -20.94764
H29 -8.13027 -4.28717 -23.78309
H30 -9.71605 -3.83969 -23.15236
H31 -9.34978 -3.73534 -24.90539
H32 -8.92197 -6.17582 -24.98972
H33 -10.58836 -5.92615 -24.60383
H34 -8.29343 -6.54654 -22.56216
H35 -9.36655 -7.72470 -23.33920
Cl1 -14.84271 -7.97739 -19.04014
C21 -13.87753 -6.54476 -19.50777
C22 -14.53258 -5.20866 -19.14978
Cl2 -13.26426 -3.95339 -19.42393
H36 -13.77701 -6.66624 -20.58631
H37 -12.88965 -6.69113 -19.07098
H38 -14.82240 -5.20253 -18.09904
H39 -15.44217 -4.94411 -19.68900
Cl3 -14.34469 -0.60284 -18.70110
C23 -15.30076 -1.51753 -17.56796
C24 -16.83403 -1.24964 -17.70948
Cl4 -17.23472 0.33589 -16.97197
H40 -14.90842 -1.40482 -16.55729
H41 -15.07452 -2.54182 -17.86416
H42 -17.29812 -2.03728 -17.11590
H43 -17.06891 -1.35025 -18.76911
Cl5 -10.89818 -9.77158 -22.05296
C25 -11.52274 -9.91474 -20.44647
C26 -12.73649 -10.84722 -20.40377
Cl6 -13.12713 -11.20771 -18.72523
H44 -11.68328 -8.99065 -19.89115
H45 -10.78458 -10.52351 -19.92434
H46 -12.42256 -11.79371 -20.84388
H47 -13.62546 -10.49192 -20.92493
Cl7 -11.38329 -1.46675 -22.88468
C27 -11.61034 -0.15490 -21.57532
C28 -11.12040 -0.78355 -20.22555
Cl8 -9.47146 -1.46142 -20.30068
H48 -12.66469 0.11100 -21.49946
H49 -11.04659 0.72447 -21.88674
H50 -11.85603 -1.51029 -19.88090
H51 -11.22338 -0.00823 -19.46635
Cl9 -16.60480 -4.47430 -15.60637
C29 -16.20156 -6.23092 -15.64662
C30 -17.41966 -7.08756 -15.28270
Cl10 -18.66806 -6.99116 -16.55364
H52 -15.40532 -6.44629 -14.93408
H53 -15.73902 -6.54639 -16.58184
H54 -17.82657 -6.80754 -14.31104
H55 -17.11126 -8.13154 -15.22699
Cl11 -10.47120 -1.98977 -17.13366
C31 -10.80067 -3.72100 -16.64709
C32 -10.69741 -3.82336 -15.12656
Cl12 -10.60496 -5.54691 -14.58872
H56 -10.01703 -4.38452 -17.01282
H57 -11.75664 -4.07674 -17.03134
H58 -11.57283 -3.34912 -14.68288
H59 -9.79226 -3.26583 -14.88581

***

# 2
Formula: C32H60Br4ILiN3O5
Source: OMol25
Level of theory: ωB97M-V/def2-TZVPD

Computed properties:
* max |F|: 2.6 eV Å⁻¹
* HOMO level: -0.270 hartree
* charge: +1
* lowest unoccupied orbital energy: -4.55 eV
* orbital gap: 2.8 eV

CARTESIAN COORDINATES (ANGSTROEM)
C1 0.61796 1.88193 1.46851
C2 0.89770 1.35149 0.41049
C3 1.05043 0.40701 -0.70878
C4 0.22928 -0.91513 -0.46767
C5 1.21139 -2.13198 -0.53617
O1 1.71877 -2.53110 0.69253
C6 3.12409 -2.23289 0.83707
C7 3.41152 -1.18378 1.94463
O2 4.66572 -0.65018 1.73646
C8 4.60959 0.35940 0.70801
C9 4.83867 1.77330 1.24958
O3 5.03127 2.61713 0.12128
C10 4.14785 3.71868 0.08743
C11 4.81245 4.92698 0.81613
N1 -0.48673 -0.89826 0.80453
C12 -1.43981 -1.86716 0.60414
N2 -1.68027 -2.90427 1.33361
C13 -2.73486 -3.84327 0.95152
C14 -2.36119 -5.31002 1.27345
C15 -3.70815 -6.05870 1.43867
I1 -1.37441 -6.18147 -0.45760
N3 -2.10979 -1.53612 -0.61315
C16 -3.19066 -0.62182 -0.11183
C17 -3.64873 0.44614 -1.12050
C18 -5.12061 0.86113 -0.86332
C19 -2.79602 1.75048 -0.85169
C20 -1.00438 -0.96220 -1.41109
C21 -0.86849 -1.92599 -2.63048
C22 0.33690 -1.58492 -3.53804
C23 0.08441 -0.52478 -4.62534
C24 1.36156 -0.45761 -5.52251
C25 2.52700 0.30458 -4.86942
O4 2.52144 1.69248 -5.18347
C26 2.53333 2.44929 -3.95280
C27 2.64272 3.94092 -4.34191
H1 0.38841 2.45290 2.36376
H2 2.10589 0.19756 -0.91523
H3 0.68642 0.94777 -1.59626
H4 1.98165 -1.86206 -1.28450
H5 0.66133 -3.00305 -0.95058
H6 3.59398 -3.16209 1.18868
H7 3.63041 -1.97012 -0.10411
H8 2.57670 -0.45752 1.97665
H9 3.43293 -1.73128 2.89924
H10 5.35587 0.08844 -0.15011
H11 3.57455 0.35515 0.29609
H12 5.76173 1.78281 1.84322
H13 3.97813 2.06288 1.87404
H14 3.95441 4.04271 -0.94691
H15 3.16555 3.48084 0.52223
H16 5.50080 4.56376 1.58527
H17 5.35426 5.53538 0.08774
H18 4.03601 5.51866 1.32114
H19 0.06882 -0.97147 1.65384
H20 -1.10891 -3.01054 2.16548
H21 -2.93422 -3.81850 -0.12332
H22 -3.69214 -3.58254 1.42398
H23 -1.72816 -5.38838 2.16298
H24 -3.57188 -7.13311 1.55282
H25 -4.20004 -5.59705 2.30500
H26 -4.31565 -5.80159 0.56132
H27 -2.96616 -0.14909 0.85622
H28 -4.06625 -1.26438 0.09108
H29 -3.58849 0.13377 -2.16880
H30 -5.82804 0.04481 -1.04366
H31 -5.23320 1.28428 0.14205
H32 -5.33863 1.67725 -1.56297
H33 -2.09628 1.57840 -0.02156
H34 -3.43603 2.58015 -0.54316
H35 -2.16728 1.99203 -1.71758
H36 -1.13965 -0.00285 -1.91607
H37 -0.71630 -2.95783 -2.27637
H38 -1.81975 -1.96229 -3.17204
H39 0.60376 -2.52008 -4.07216
H40 1.24211 -1.27296 -2.98888
H41 -0.74867 -0.77270 -5.29007
H42 -0.08034 0.45090 -4.14631
H43 1.14239 -0.10979 -6.53493
H44 1.71261 -1.50028 -5.63640
H45 3.46356 -0.09559 -5.29922
H46 2.59703 0.14688 -3.77972
H47 1.56294 2.24392 -3.47000
H48 3.38838 2.18787 -3.31505
H49 3.24464 4.48380 -3.60590
H50 1.64952 4.40263 -4.33573
H51 3.09610 3.98468 -5.33446
C28 -3.57055 -5.72349 5.94855
Br1 -3.82436 -4.65915 7.52805
Br2 -5.24566 -6.22719 5.14309
Br3 -2.40266 -4.84084 4.67774
H52 -3.07238 -6.63504 6.25039
C29 -3.49701 3.49912 4.29982
C30 -3.21431 4.56239 3.24851
C31 -1.69528 4.57115 3.21369
O5 -1.26824 3.23701 3.53796
C32 -2.38788 2.49448 4.03426
H53 -4.49191 3.06177 4.22676
H54 -3.38431 3.92527 5.29897
H55 -3.60996 4.24221 2.28042
H56 -3.63849 5.53693 3.48313
H57 -1.28353 5.24964 3.96592
H58 -1.29818 4.85337 2.23753
H59 -2.68368 1.77089 3.26237
H60 -2.09296 1.94611 4.92979
Br4 7.27027 -0.21158 -0.08505
Li1 2.80631 -2.93538 -2.72498